1.
# C22H21Cl2N3O2

An isolated molecule of C22H21Cl2N3O2 at a distorted geometry (ωB97M-V/def2-TZVPD, OMol25).

Cartesian coordinates (Å):
N1 -3.91935 -5.65657 -3.28765
O1 0.45073 1.48966 0.94202
Cl1 -4.01807 -2.43155 5.02683
Cl2 -0.16365 1.26683 5.77098
C1 -3.66366 -4.75620 -2.61883
O2 5.19630 0.82760 -3.25085
C2 0.56395 0.65126 0.06987
C3 -0.31515 -1.43800 -0.92503
C4 -0.50049 -0.33508 -0.15170
C5 -2.21362 -0.48734 5.26028
C6 -4.25367 -2.93318 -0.96526
C7 -1.99306 -3.19526 -1.79588
C8 -3.86166 -1.80847 -0.23647
C9 -3.23787 -0.74903 3.09427
C10 -1.48846 0.89104 3.43477
C11 -3.10974 -1.12269 4.41163
C12 -1.37863 0.52378 4.75141
C13 -3.30847 -3.60957 -1.80205
C14 -1.59772 -2.09841 -1.05949
C15 -2.49923 -1.40907 -0.31281
C16 -2.40324 0.24026 2.58227
N2 -1.83086 -0.34277 0.28668
N3 1.68022 0.67271 -0.72721
C17 -2.49813 0.67311 1.15116
C18 4.63294 3.08996 -1.25004
C19 2.85278 2.42611 -2.87220
C20 4.49367 0.70439 -2.02494
C21 2.80920 1.60849 -0.46095
C22 3.67657 1.96496 -1.70401
H1 5.79628 1.60129 -3.27721
H2 0.57316 -1.80351 -1.37695
H3 -2.17417 -0.80307 6.30696
H4 -5.27887 -3.28925 -0.87664
H5 -1.23363 -3.67254 -2.41047
H6 -4.61254 -1.23328 0.34554
H7 -3.94166 -1.26688 2.46507
H8 -0.85453 1.68635 3.08161
H9 1.80570 -0.08514 -1.35572
H10 -3.55443 0.73421 0.82980
H11 -2.07835 1.67667 0.99444
H12 5.05749 2.86406 -0.24458
H13 5.40152 3.16883 -1.97518
H14 4.08871 4.03867 -1.15718
H15 2.32615 3.36090 -2.69972
H16 3.52648 2.65409 -3.70148
H17 2.12123 1.63830 -3.20271
H18 3.85757 -0.17053 -2.11424
H19 5.19993 0.58305 -1.18364
H20 3.41696 1.09347 0.27069
H21 2.45541 2.56741 -0.05520

Cartesian forces, eV/Å:
0.0 0.1 0.1
-0.4 0.6 0.8
-0.5 -0.5 0.2
-0.5 -0.2 -0.2
-0.1 0.4 0.3
0.5 0.0 -0.4
0.6 1.3 0.5
-1.3 -0.6 -0.3
-0.1 -1.6 -0.9
0.5 0.2 0.4
0.5 0.5 0.1
0.4 -0.6 -0.9
-0.3 -0.1 -0.1
0.4 0.2 -0.5
-0.2 -0.1 -0.6
0.7 0.6 0.4
-0.6 -0.9 0.7
-0.2 -0.1 0.5
1.8 -0.3 -0.4
-1.3 1.5 1.5
0.1 0.8 1.0
-0.4 1.3 0.0
-0.5 0.5 0.3
-0.1 -0.4 -0.8
-1.1 -0.6 1.2
-0.5 -0.5 -1.0
0.8 1.3 -0.1
-0.6 -0.1 -0.6
-0.4 -0.5 1.4
-0.6 -0.7 0.4
0.6 0.0 -0.3
0.2 0.2 -0.4
0.3 0.1 -0.2
-0.3 -0.2 0.0
0.7 -0.6 -0.4
-0.1 0.0 -0.1
0.1 0.0 -0.4
0.2 -0.3 -0.5
0.5 -0.2 0.1
0.2 -0.6 0.0
-0.1 0.1 -0.7
1.0 0.5 -0.6
0.2 -0.2 -0.2
-0.3 0.0 0.4
-0.1 -0.3 -0.1
0.7 0.8 0.2
0.0 -0.2 -0.1
-0.2 -0.3 -0.2
0.5 0.3 0.4
-0.3 -0.7 0.1

Output
Lowest unoccupied orbital energy (eV): 0.058
Kohn-Sham gap (eV): 8.88
Highest occupied orbital energy (eV): -8.8
ΔE to the lowest compared entry with this formula, charge and spin (kcal per mole): 0.0

Atomic partial charges in e from the Mulliken method, atoms 1 to 6: N -0.532; O -0.627; Cl -0.228; Cl -0.226; C 0.022; O -0.554



2.
# C22H21Cl5N5OPbSSbSe4

A structure of composition C22H21Cl5N5OPbSSbSe4 at a distorted geometry (ωB97M-V/def2-TZVPD, OMol25).

Cartesian coordinates (Å):
Pb1 -0.65870 0.43025 -1.12646
C1 4.77491 4.98084 -0.72480
C2 4.10580 3.73401 -0.16198
N1 2.84957 3.57316 -0.75924
C3 1.86023 2.64970 -0.52199
S1 0.77976 2.60671 -1.92500
N2 1.93016 1.94550 0.56515
N3 0.82939 1.12011 0.77863
C4 0.75448 0.56747 1.92561
C5 1.85349 0.59150 2.94182
C6 -0.44222 -0.29681 2.23169
C7 -0.46639 -1.05314 3.49677
C8 -1.56122 -1.76226 3.82320
C9 -2.70470 -1.59457 3.07038
C10 -2.62800 -0.82437 1.91997
N4 -1.50952 -0.24919 1.45392
H1 5.76013 5.15429 -0.37510
H2 4.13181 5.82448 -0.45954
H3 4.81141 4.89295 -1.83650
H4 3.93262 3.74682 0.82327
H5 4.73677 2.92108 -0.41048
H6 2.72935 4.01248 -1.67217
H7 1.34758 0.82456 3.85765
H8 2.51329 1.42603 2.65650
H9 2.35546 -0.38401 2.90836
H10 0.35923 -1.07023 4.12997
H11 -1.48388 -2.40177 4.74513
H12 -3.52332 -2.13734 3.40784
H13 -3.47894 -0.70624 1.29155
Se1 0.41389 -4.53676 6.38674
Sb1 2.26462 -4.73072 4.88306
Se2 2.95633 -2.75432 2.01677
Se3 1.26092 -4.40793 2.45551
Se4 3.30803 -2.31346 4.37355
Cl1 -8.22839 -0.06880 -1.44969
C11 -6.76329 0.49104 -2.13424
C12 -5.99812 1.33297 -1.29421
Cl2 -6.62197 2.22918 0.04288
C13 -4.71996 1.57062 -1.67301
Cl3 -3.68374 2.65838 -0.73533
C14 -4.02192 1.06875 -2.81899
O1 -2.81071 1.36362 -3.12090
C15 -4.83082 0.08136 -3.47307
Cl4 -4.08572 -0.74856 -4.79639
C16 -6.15337 -0.19098 -3.17602
Cl5 -7.22056 -1.20775 -4.06760
C17 -1.01251 -2.79851 -1.41985
C18 0.48315 -2.44072 -1.45662
C19 1.58631 -3.27899 -1.56633
C20 2.68804 -2.50958 -1.89789
C21 2.26908 -1.21628 -2.08964
C22 3.08026 -0.01665 -2.41884
N5 0.88758 -1.14516 -1.79633
H14 -1.09972 -3.87668 -1.39642
H15 -1.58677 -2.41916 -2.21730
H16 -1.54788 -2.30308 -0.52635
H17 1.57382 -4.33939 -1.42618
H18 3.74605 -2.82049 -1.92499
H19 3.93825 -0.36122 -2.93983
H20 3.43527 0.42897 -1.44733
H21 2.53527 0.73826 -2.94925

Cartesian forces, eV/Å:
-0.4 0.5 -0.6
-1.6 0.0 -0.7
1.1 0.3 -2.7
-1.8 0.5 -1.9
0.6 0.2 -1.0
-0.4 -0.2 0.8
-0.5 0.0 0.0
0.1 0.5 -0.4
0.1 -1.4 -0.3
-0.3 1.1 -1.1
0.3 -0.6 2.6
0.4 1.9 -3.3
-0.1 -0.8 1.7
1.3 0.4 -0.7
0.1 -0.7 0.0
-0.1 0.1 0.8
0.9 0.0 0.5
0.2 0.2 -0.2
0.0 0.1 0.7
0.0 0.2 4.0
0.8 -1.3 0.0
0.1 -0.4 0.5
0.3 -0.2 1.0
0.0 -0.6 0.3
-0.2 0.5 0.4
1.5 -0.1 0.7
-0.4 0.6 -1.1
-1.9 -0.5 0.0
-0.7 0.1 -0.4
-0.2 0.2 0.1
0.3 -0.2 -0.3
-0.2 -0.5 0.6
0.2 0.4 -0.1
-0.1 -0.2 -0.3
-1.1 -0.1 0.1
0.4 0.2 1.8
-0.3 0.0 -1.2
-0.5 -0.4 0.0
2.4 1.5 0.5
-0.4 -0.2 -0.1
1.1 -0.6 0.0
-2.1 -0.5 0.3
0.3 -0.3 -1.1
0.1 -0.1 -0.2
-0.3 1.0 0.4
0.5 -0.5 -0.5
0.9 0.9 2.6
-0.1 0.5 -1.3
-1.6 -0.5 0.8
1.8 0.6 -0.4
-2.0 0.1 0.8
0.0 0.0 2.1
1.2 -0.7 -0.1
-0.2 -0.2 0.3
-0.3 0.4 -1.5
0.8 -1.1 -0.8
0.0 -0.4 0.1
-0.7 0.0 -0.2
0.9 0.0 -0.7
-0.2 -0.1 -0.8
-0.2 0.3 -0.4

Output
Lowest unoccupied orbital energy (eV): 3.841
Kohn-Sham gap (eV): 6.42
Highest occupied orbital energy (eV): -2.6
Total charge: -2
ΔE to the lowest compared entry with this formula, charge and spin (kcal per mole): 26.6

Atomic partial charges in e from the Mulliken method, atoms 1 to 6: Pb 0.815; C -1.380; C -0.215; N -0.157; C 0.386; S -0.679